1.
76
Properties=species:S:1:pos:R:3:forces:R:3:lowdin_charge:R:1 method="wB97M-V/def2-TZVPD" charge=-1 orbital_gap_ev=6.83 e_lumo_ev=2.19 molar_mass_g_mol=961.15 homo_ev=-4.6
Te -0.500 2.933 0.695 0.001 1.174 0.006 1.20
Te 2.536 0.927 1.979 0.985 0.381 0.474 1.22
Cd -0.087 -0.376 -0.054 -0.056 0.278 0.570 1.35
Cl -7.012 -1.993 -1.418 -0.077 -0.049 0.010 0.64
Cl -3.480 1.578 -3.310 0.014 0.150 -0.109 0.69
O -1.774 0.660 -1.091 -0.219 0.015 -0.077 -0.27
O 1.210 -1.533 1.596 -0.182 0.010 -0.036 -0.34
O -0.528 0.270 2.141 0.019 -0.423 0.350 -0.43
N 0.514 -1.523 2.709 0.174 0.014 -0.111 -0.30
N -2.276 -1.473 0.565 -0.134 -0.091 0.063 0.07
N -0.368 -0.639 3.004 -0.233 0.282 -0.018 -0.06
N 1.495 0.446 -1.548 0.079 -0.348 -0.297 -0.07
N 0.148 -2.051 -1.397 0.300 -0.380 -0.640 -0.06
C 0.706 -2.586 3.632 0.004 -0.259 0.289 -0.19
C 0.281 -2.475 4.954 0.021 0.103 -0.082 -0.02
C -2.291 3.933 0.045 0.091 -0.171 0.018 -0.43
C 0.352 -3.829 -2.774 -0.048 -0.095 0.026 -0.13
C 2.472 3.341 -3.610 -0.026 0.007 0.030 -0.06
C 1.041 -1.740 -2.391 -0.104 -0.427 -0.130 -0.36
C 1.334 -3.743 3.191 0.006 0.115 -0.203 -0.01
C -3.811 -3.034 1.515 -0.132 0.009 -0.101 -0.05
C 4.268 -0.350 1.882 -0.146 0.116 -0.101 -0.43
C 1.687 -0.474 -2.430 0.092 0.235 0.079 -0.11
C -0.261 3.496 -4.000 0.010 0.026 0.004 -0.08
C 0.632 4.766 0.433 -0.083 -0.231 0.010 -0.44
C -0.263 -3.300 -1.632 -0.012 -0.098 -0.016 -0.20
C 0.589 4.281 -4.769 0.012 0.036 -0.012 -0.11
C 1.540 -4.792 4.074 -0.025 0.059 0.089 -0.09
C 1.625 2.572 -2.818 0.057 0.021 -0.050 -0.22
C -4.517 -1.671 -0.331 0.231 0.080 0.051 -0.18
C 0.250 2.650 -3.027 -0.058 -0.088 0.008 -0.05
C -2.880 0.034 -1.188 -0.213 0.035 -0.165 -0.42
C -5.431 -1.255 -1.319 -0.097 0.162 -0.261 -0.62
C -3.854 0.342 -2.152 0.263 -0.018 0.183 -0.59
C 2.204 1.698 -1.728 -0.114 0.153 -0.046 -0.24
C -4.789 -2.664 0.634 0.090 -0.018 0.057 -0.04
C 1.135 -4.683 5.396 -0.001 -0.107 -0.007 -0.11
C 1.186 -2.827 -3.265 0.084 0.199 0.025 -0.08
C 3.810 2.634 2.447 -0.105 -0.113 -0.048 -0.46
C -2.550 -2.424 1.422 0.070 -0.013 0.032 -0.14
C -5.094 -0.287 -2.228 -0.044 -0.203 0.234 -0.15
C 1.960 4.195 -4.576 -0.001 0.067 -0.028 -0.11
C -3.232 -1.059 -0.295 -0.308 -0.110 -0.101 -0.14
C 0.500 -3.525 5.828 0.000 -0.003 -0.015 -0.09
H 0.466 5.156 -0.570 -0.006 -0.097 -0.055 -0.01
H 0.178 -3.435 6.857 0.008 0.009 0.008 0.10
H 4.731 -0.425 2.864 -0.076 0.011 0.041 -0.01
H -5.785 0.000 -3.008 -0.041 0.013 0.027 0.10
H -1.331 3.536 -4.160 -0.005 0.009 0.032 0.08
H 4.521 2.854 1.651 -0.074 -0.079 -0.091 -0.01
H -0.199 -1.563 5.276 -0.012 -0.004 0.037 0.11
H 2.019 -5.696 3.723 0.029 0.002 0.005 0.10
H 2.633 4.791 -5.181 -0.002 0.001 -0.001 0.09
H 2.146 2.247 -0.784 0.101 -0.057 -0.005 0.03
H -3.053 3.175 -0.122 0.022 -0.044 -0.038 -0.01
H 1.315 -5.496 6.088 -0.026 -0.003 0.008 0.09
H 0.333 5.511 1.166 -0.032 -0.048 0.053 -0.01
H -2.102 4.467 -0.883 0.071 -0.091 -0.063 0.00
H 1.651 -3.797 2.159 0.000 0.014 -0.003 0.11
H -1.754 -2.742 2.087 0.047 0.044 -0.022 0.10
H 4.988 0.056 1.175 -0.047 0.022 -0.051 -0.01
H 4.361 2.449 3.367 -0.048 -0.055 0.033 -0.02
H -0.985 -3.784 -0.989 0.003 0.047 0.041 0.09
H 1.693 4.550 0.557 0.011 -0.056 0.011 -0.02
H 3.938 -1.330 1.550 -0.067 -0.008 0.008 -0.01
H 0.210 -4.820 -3.177 -0.039 0.004 -0.027 0.07
H 3.171 3.504 2.595 -0.041 -0.009 0.001 -0.02
H -0.422 2.038 -2.434 -0.018 -0.022 -0.017 0.06
H 2.379 -0.309 -3.263 -0.004 0.043 0.029 0.13
H 0.186 4.954 -5.515 -0.002 -0.032 -0.029 0.09
H -2.630 4.632 0.806 0.051 -0.031 0.058 -0.01
H -3.986 -3.791 2.267 -0.006 -0.014 -0.008 0.10
H 3.545 3.274 -3.469 0.005 -0.013 0.019 0.10
H 3.265 1.517 -1.941 -0.019 0.008 0.047 0.11
H 1.811 -2.856 -4.145 0.028 -0.018 0.006 0.09
H -5.770 -3.118 0.661 0.006 -0.027 -0.007 0.08

***

2.
71
Properties=species:S:1:pos:R:3:forces:R:3:lowdin_charge:R:1 method="wB97M-V/def2-TZVPD" charge=-1 orbital_gap_ev=6.91 de_lowest_kj_mol=323.5 e_lumo_ev=2.81 molar_mass_g_mol=655.16 homo_ev=-4.1
Cd 11.832 12.852 8.151 0.289 1.078 0.234 1.10
S 13.259 14.927 7.848 -0.207 -0.220 -0.437 0.43
S 9.592 13.532 8.802 0.368 -0.800 1.160 0.49
O 12.637 10.912 7.774 0.973 -0.866 2.221 -0.23
O 12.870 11.443 9.965 0.486 -1.469 -1.322 -0.07
N 12.202 8.825 11.237 -2.994 -0.326 0.382 0.07
N 12.451 16.848 10.541 -0.803 -0.344 2.539 -0.15
N 9.820 16.734 7.797 -0.140 -1.279 0.785 -0.14
C 15.014 14.224 9.758 0.612 -0.977 0.244 -0.18
C 13.194 8.429 10.372 1.917 -0.640 -0.983 -0.24
C 15.686 14.120 10.982 -2.581 2.057 -0.003 -0.09
C 13.458 15.894 10.572 0.307 -0.973 1.078 -0.19
C 8.111 8.695 9.851 0.423 1.336 1.830 -0.06
C 14.267 8.693 8.222 1.242 -0.141 -1.152 -0.03
C 8.934 14.321 7.414 -0.781 2.130 -0.631 -0.64
C 7.417 15.383 5.329 -0.727 0.197 -1.100 -0.14
C 15.186 14.965 12.033 1.770 -2.321 -1.029 -0.13
C 14.901 6.842 9.622 0.771 0.657 1.630 -0.09
C 9.925 9.842 11.134 -1.396 -1.490 -0.781 -0.18
C 9.732 18.028 7.235 1.436 1.732 -0.795 -0.13
C 8.080 16.227 6.187 0.507 2.146 0.186 -0.09
C 13.936 7.260 10.609 -0.209 0.029 -2.752 -0.01
C 10.814 8.785 10.793 0.206 0.226 -0.652 -0.14
C 9.041 7.749 9.481 -0.776 -0.748 -0.028 -0.13
C 7.495 14.005 5.459 -0.618 -0.229 -0.384 -0.13
C 12.989 10.610 9.024 -2.078 1.154 -1.717 -0.56
C 8.581 9.788 10.650 0.491 -0.945 -0.225 -0.21
C 11.671 17.197 9.421 0.325 1.721 -1.186 -0.25
C 13.449 9.189 9.181 -0.501 0.017 1.872 -0.09
C 10.230 16.710 9.254 -1.360 1.111 -0.452 -0.15
C 13.883 15.023 9.502 0.549 0.876 1.255 -0.64
C 14.096 15.744 11.887 -0.570 1.295 -2.010 -0.07
C 15.153 7.621 8.512 -0.723 0.564 -0.267 -0.09
C 8.217 13.498 6.531 0.810 -0.155 -0.040 -0.18
C 10.418 10.960 11.968 0.346 0.721 0.459 -0.05
C 8.917 15.808 7.231 0.325 -2.360 -0.389 -0.20
C 7.635 10.927 10.889 0.384 -0.486 -0.547 -0.07
C 10.345 7.749 9.916 0.601 1.733 1.524 -0.03
C 11.881 17.296 11.846 -0.610 -0.677 -0.731 -0.06
H 16.402 13.366 11.166 0.917 -0.421 0.056 0.07
H 13.846 16.432 12.692 -0.037 -0.305 -0.268 0.08
H 8.660 6.908 8.924 0.221 -0.296 -0.219 0.09
H 9.918 18.158 6.110 -0.132 -0.829 1.437 0.11
H 14.238 9.217 7.245 0.611 -0.222 0.802 0.13
H 10.062 15.689 9.524 0.364 -0.460 0.593 0.00
H 10.972 6.920 9.712 0.650 -0.529 -0.377 0.09
H 7.013 8.522 9.790 1.000 0.369 -0.607 0.11
H 10.855 17.691 11.688 0.649 -0.334 -0.089 0.08
H 7.989 17.337 5.947 0.097 -1.800 0.416 0.10
H 8.046 11.808 10.408 -0.130 0.325 -0.093 0.02
H 12.438 9.343 12.061 -0.103 0.247 -0.047 0.13
H 15.348 13.584 8.916 -0.294 0.430 0.604 0.09
H 9.677 11.768 12.183 0.655 -0.602 -0.669 0.09
H 10.719 10.619 12.983 0.161 0.051 -0.582 0.09
H 10.550 18.617 7.712 -0.967 -0.020 -0.299 0.08
H 13.607 6.542 11.331 0.056 0.050 0.750 0.09
H 9.537 17.365 9.898 0.523 -0.756 -0.976 0.13
H 12.444 18.102 12.304 0.369 0.126 0.130 0.07
H 11.298 11.295 11.375 -0.355 0.532 0.992 0.07
H 6.710 10.652 10.414 -0.533 0.232 -0.154 0.06
H 11.744 18.340 9.356 -0.435 -1.262 -0.140 0.13
H 15.737 14.919 12.952 -0.073 0.127 0.608 0.08
H 6.898 15.936 4.513 0.118 -1.024 0.524 0.10
H 11.809 16.444 12.555 -0.035 0.555 -0.389 0.09
H 8.740 18.433 7.410 -0.168 0.774 0.252 0.08
H 15.612 6.031 9.886 -0.693 0.400 -0.274 0.10
H 7.449 11.142 11.918 -0.067 0.154 0.867 0.07
H 12.220 16.784 8.606 0.091 0.133 -0.960 0.00
H 16.066 7.562 7.915 -0.535 -0.671 -0.098 0.10
H 8.372 12.398 6.636 -0.405 1.040 0.124 0.10
H 6.964 13.300 4.791 0.414 0.650 0.302 0.10

***

Number 1: electronic energy -3324.1425 hartree. Number 2: electronic energy -2479.3904 hartree.